Entry 1:
Here is C36H31N5P2ReS2 as an isolated structure in a non-equilibrium geometry from OMol25. Energies are from ωB97M-V with the def2-TZVPD basis set.

Calculated values
electronic energy = -3221.06361 a.u.
Kohn-Sham gap (spin up / spin down) = 5.9569 / 6.2047 eV
energy relative to the best compared isomer or geometry (same formula, charge and spin) = 0.0 kcal per mole

ORCA input file:
```
! wB97M-V def2-TZVPD RIJCOSX def2/J DEFGRID3
* xyz 2 2
Re 1.55 -1.16 0.54
S -0.24 -2.65 -0.14
P -0.41 -1.28 -1.69
C 0.52 0.03 -0.87
P 1.99 0.72 -1.63
S 3.40 -0.54 -0.76
C 2.17 0.77 -3.42
C 1.31 1.62 -4.11
C 1.45 1.75 -5.48
C 2.43 1.03 -6.15
C 3.27 0.17 -5.45
C 3.14 0.04 -4.08
C 2.32 2.34 -0.92
C 3.61 2.85 -1.05
C 3.94 4.04 -0.41
C 2.98 4.71 0.34
C 1.69 4.21 0.44
C 1.35 3.02 -0.18
C 0.37 -1.90 -3.20
C -0.03 -1.36 -4.42
C 0.57 -1.80 -5.58
C 1.57 -2.76 -5.53
C 2.00 -3.25 -4.30
C 1.40 -2.83 -3.13
C -2.17 -0.96 -1.91
C -2.90 -1.65 -2.87
C -4.28 -1.49 -2.91
C -4.91 -0.67 -1.99
C -4.18 0.00 -1.02
C -2.81 -0.14 -0.97
H 0.57 2.18 -3.57
H 0.80 2.41 -6.04
H 2.56 1.14 -7.21
H 4.03 -0.39 -5.98
H 3.80 -0.62 -3.53
H 4.34 2.33 -1.65
H 4.93 4.44 -0.51
H 3.25 5.63 0.84
H 0.95 4.75 1.01
H 0.35 2.62 -0.13
H -0.81 -0.60 -4.44
H 0.26 -1.40 -6.53
H 2.01 -3.13 -6.44
H 2.80 -3.97 -4.27
H 1.72 -3.22 -2.17
H -2.40 -2.29 -3.58
H -4.86 -2.01 -3.66
H -5.99 -0.55 -2.03
H -4.68 0.63 -0.30
H -2.21 0.37 -0.23
C -0.01 1.14 2.85
C 0.56 -0.15 3.31
N 0.99 -1.12 2.50
C 1.41 -2.16 3.31
C 1.24 -1.80 4.60
N 0.70 -0.53 4.59
C 0.35 0.24 5.76
N -1.04 0.56 5.76
N -1.48 1.82 5.58
N -2.73 1.85 5.61
C -3.24 0.61 5.81
C -4.54 0.12 5.92
C -4.69 -1.23 6.10
C -3.58 -2.10 6.15
C -2.29 -1.64 6.04
C -2.13 -0.27 5.89
H 0.16 1.25 1.78
H 0.44 1.97 3.39
H -1.09 1.17 3.03
H 1.76 -3.09 2.90
H 1.47 -2.32 5.51
H 0.90 1.19 5.78
H 0.61 -0.36 6.65
H -5.38 0.80 5.88
H -5.68 -1.64 6.21
H -3.77 -3.16 6.27
H -1.45 -2.32 6.07
*
```

---

Entry 2:
Here is C30H55N2O2P2Pb as an isolated structure in a non-equilibrium geometry from OMol25. Energies are from ωB97M-V with the def2-TZVPD basis set.

Calculated values
electronic energy = -2311.26141 a.u.
Kohn-Sham gap (spin up / spin down) = 5.1629 / 5.1598 eV
energy relative to the best compared isomer or geometry (same formula, charge and spin) = 74.4 kcal per mole

ORCA input file:
```
! wB97M-V def2-TZVPD RIJCOSX def2/J DEFGRID3
* xyz 1 1
C -2.29 -1.20 -0.99
C -0.37 -0.54 -2.17
C -2.99 -1.42 -2.18
C -1.01 -0.69 -3.41
C -2.34 -1.18 -3.40
H -4.03 -1.77 -2.12
H -0.45 -0.46 -4.34
H -2.86 -1.34 -4.35
N -0.98 -0.90 -1.03
P -2.40 -0.07 1.66
P 2.11 -0.74 -0.76
C -2.95 -1.31 0.40
H -4.05 -1.20 0.33
H -2.73 -2.32 0.82
C 1.09 0.36 2.92
O 1.69 0.69 3.85
C 0.98 0.13 -2.02
H 1.53 0.15 -2.98
C 3.68 0.29 -0.44
C 2.43 -2.51 -1.30
C -3.05 1.63 1.21
C -2.79 -0.69 3.38
C 3.51 1.21 0.80
H 3.71 0.67 1.74
H 4.26 2.01 0.72
H 2.53 1.70 0.86
C 4.87 -0.64 -0.17
H 4.72 -1.21 0.76
H 5.05 -1.33 -1.01
H 5.76 0.00 -0.03
C 3.92 1.15 -1.69
H 5.00 1.38 -1.73
H 3.67 0.63 -2.64
H 3.36 2.09 -1.64
C 3.22 -3.28 -0.18
H 3.09 -2.84 0.82
H 2.84 -4.32 -0.13
H 4.28 -3.31 -0.42
C 1.07 -3.24 -1.52
H 0.34 -3.03 -0.73
H 0.63 -2.97 -2.49
H 1.25 -4.32 -1.52
C 3.22 -2.42 -2.63
H 3.30 -1.40 -3.06
H 4.25 -2.82 -2.49
H 2.71 -3.03 -3.37
C -2.19 0.29 4.42
H -2.55 -0.04 5.41
H -1.09 0.27 4.42
H -2.51 1.33 4.25
C -2.17 -2.08 3.62
H -2.39 -2.78 2.80
H -1.08 -2.04 3.79
H -2.63 -2.49 4.53
C -4.32 -0.80 3.46
H -4.77 -1.12 2.49
H -4.56 -1.58 4.20
H -4.76 0.14 3.79
C -3.12 1.71 -0.33
H -3.89 1.04 -0.74
H -3.39 2.75 -0.60
H -2.15 1.49 -0.78
C -2.06 2.72 1.74
H -1.52 3.19 0.91
H -2.65 3.50 2.28
H -1.29 2.36 2.43
C -4.46 1.81 1.79
H -5.12 0.97 1.52
H -4.42 1.94 2.89
H -4.87 2.73 1.35
Pb 0.12 -0.02 0.99
N 0.40 1.94 -0.24
C 0.70 1.59 -1.42
C 0.71 2.89 -2.33
C 1.24 2.60 -3.70
C -0.74 3.37 -2.41
C 1.56 3.95 -1.58
H 2.27 2.22 -3.65
H 0.59 1.88 -4.22
H 1.24 3.54 -4.25
H -1.10 3.61 -1.41
H -0.80 4.26 -3.04
H -1.38 2.58 -2.84
H 2.29 4.43 -2.26
H 0.90 4.71 -1.15
H 2.11 3.52 -0.72
C 1.13 -2.97 2.45
O -0.04 -2.54 1.70
H 1.59 -3.88 2.02
H 0.89 -3.11 3.50
H 1.86 -2.19 2.42
H -0.38 -3.25 1.16
*
```

---

Entry 3:
Here is C46H55F4N6Ti as an isolated structure from OMol25. Energies are from ωB97M-V with the def2-TZVPD basis set.

Calculated values
electronic energy = -3363.29866 a.u.
Kohn-Sham gap (spin up / spin down) = 5.3837 / 5.2889 eV
energy relative to the best compared isomer or geometry (same formula, charge and spin) = 1.8 kcal per mole

ORCA input file:
```
! wB97M-V def2-TZVPD RIJCOSX def2/J DEFGRID3
* xyz 0 2
Ti 0.01 0.49 0.10
C -4.85 -2.62 3.55
C -4.66 -2.51 2.03
C -3.23 -2.67 1.61
C -2.61 -3.84 1.28
C -3.17 -5.23 1.26
C -2.79 -6.01 2.53
C -1.25 -3.53 0.96
C -0.22 -4.36 0.62
C 1.02 -3.79 0.22
C 2.06 -4.33 -0.51
C 2.24 -5.78 -0.85
C 2.72 -6.61 0.35
C 2.89 -3.25 -0.92
C 2.33 -2.10 -0.43
C 3.41 0.59 -0.84
C 2.90 1.72 -0.25
N 1.68 1.76 0.46
C 1.65 2.94 1.12
C 0.64 3.34 1.97
C -0.49 2.56 2.31
N -0.74 1.32 1.79
C -1.94 0.89 2.29
C -2.57 -0.34 2.07
C -2.26 -1.60 1.54
N -1.09 -2.15 1.04
C -2.48 1.92 3.15
C -1.57 2.94 3.17
C -1.61 4.21 3.96
C -0.71 4.16 5.20
C -3.74 1.81 3.94
C -3.54 1.04 5.25
C 2.84 3.73 0.79
C 3.59 2.99 -0.07
C 4.94 3.29 -0.62
C 6.05 2.70 0.25
C 3.17 5.06 1.40
C 3.69 4.91 2.83
N 1.18 -2.43 0.31
C 4.16 -3.31 -1.71
C 5.34 -3.82 -0.88
H -5.89 -2.48 3.82
H -4.25 -1.87 4.07
H -4.53 -3.60 3.91
H -5.05 -1.56 1.66
H -5.26 -3.29 1.54
H -2.81 -5.76 0.38
H -4.26 -5.19 1.18
H -1.70 -6.08 2.62
H -3.19 -7.03 2.49
H -3.17 -5.52 3.42
H -0.37 -5.43 0.58
H 2.96 -5.88 -1.66
H 1.30 -6.19 -1.22
H 3.66 -6.22 0.74
H 2.85 -7.65 0.08
H 1.99 -6.55 1.17
H 4.38 0.57 -1.31
H 0.71 4.31 2.44
H -3.57 -0.35 2.49
H -2.64 4.42 4.26
H -1.30 5.05 3.32
H -1.03 3.36 5.88
H -0.74 5.10 5.75
H 0.32 3.95 4.92
H -4.51 1.32 3.34
H -4.12 2.81 4.16
H -3.13 0.05 5.06
H -4.48 0.93 5.79
H -2.83 1.57 5.90
H 5.08 4.37 -0.71
H 5.02 2.89 -1.64
H 6.04 3.15 1.24
H 7.03 2.88 -0.19
H 5.92 1.63 0.38
H 2.28 5.69 1.39
H 3.92 5.56 0.79
H 2.96 4.41 3.47
H 3.91 5.89 3.27
H 4.60 4.32 2.85
H 4.39 -2.31 -2.09
H 4.03 -3.96 -2.59
H 5.50 -3.18 -0.01
H 6.26 -3.84 -1.46
H 5.15 -4.83 -0.51
C -1.62 2.29 -2.10
N -0.26 1.76 -1.92
C 0.69 2.84 -2.19
C -0.02 0.63 -2.84
C 1.24 -0.13 -2.43
N 1.26 -0.22 -0.98
C 2.56 -0.61 -0.39
C 0.24 -1.55 1.09
F -1.59 -0.04 -0.59
C 0.61 -1.42 2.54
F -0.38 -1.74 3.41
C 1.71 -0.94 3.10
C 2.90 -0.66 2.37
F 3.99 -0.65 3.18
C 3.16 -0.58 1.06
F 4.51 -0.72 0.81
H -1.75 2.68 -3.12
H -1.78 3.11 -1.39
H -2.35 1.52 -1.91
H 0.51 3.28 -3.18
H 1.71 2.47 -2.16
H 0.59 3.62 -1.43
H 0.07 0.98 -3.87
H -0.88 -0.03 -2.77
H 2.14 0.38 -2.80
H 1.23 -1.13 -2.89
H 1.77 -0.86 4.17
*
```

---

Entry 4:
Here is C34H38BKN7O2PS5 as an isolated structure from OMol25. Energies are from ωB97M-V with the def2-TZVPD basis set.

Calculated values
electronic energy = -4809.47789 a.u.
Kohn-Sham gap = 4.9417 eV
energy relative to the best compared isomer or geometry (same formula, charge and spin) = 0.0 kcal per mole

ORCA input file:
```
! wB97M-V def2-TZVPD RIJCOSX def2/J DEFGRID3
* xyz -2 1
K -1.47 1.82 -0.77
O -3.31 1.78 1.76
N -3.29 0.46 1.40
C -3.27 -0.29 2.42
C -3.28 -1.76 2.29
C -4.09 -2.45 3.19
C -4.26 -3.82 3.12
C -3.60 -4.53 2.12
C -2.76 -3.86 1.25
C -2.56 -2.48 1.32
P -1.30 -1.66 0.22
C 0.04 -2.91 0.43
C 0.18 -4.12 -0.25
C 1.21 -4.99 0.05
C 2.12 -4.68 1.05
C 2.00 -3.49 1.74
C 0.97 -2.60 1.43
C -2.02 -2.03 -1.42
C -3.36 -1.68 -1.61
C -3.94 -1.80 -2.86
C -3.20 -2.28 -3.94
C -1.87 -2.60 -3.76
C -1.27 -2.46 -2.52
H -3.59 2.33 0.96
H -3.32 0.15 3.41
H -4.62 -1.88 3.95
H -4.90 -4.33 3.83
H -3.72 -5.60 2.03
H -2.24 -4.43 0.49
H -0.53 -4.39 -1.02
H 1.31 -5.92 -0.50
H 2.93 -5.37 1.29
H 2.70 -3.23 2.53
H 0.90 -1.65 1.95
H -3.94 -1.27 -0.80
H -4.97 -1.48 -3.00
H -3.66 -2.36 -4.92
H -1.27 -2.93 -4.60
H -0.21 -2.66 -2.42
S -2.84 4.19 -3.11
C -3.73 3.37 -1.91
S -3.77 3.98 -0.29
S -4.38 1.82 -2.25
O -1.70 0.69 -3.31
C -0.55 1.06 -4.01
C 0.61 0.29 -3.43
C 1.62 -0.20 -4.26
C 2.69 -0.88 -3.69
C 2.73 -1.03 -2.32
C 1.69 -0.51 -1.58
N 0.64 0.12 -2.11
H -2.45 1.30 -3.45
H -0.35 2.13 -3.89
H -0.63 0.83 -5.08
H 1.56 -0.06 -5.33
H 3.49 -1.26 -4.32
H 3.55 -1.53 -1.82
H 1.70 -0.58 -0.49
C 3.06 -0.38 4.00
N 3.55 0.40 2.89
C 3.82 -0.09 1.62
C 4.07 0.99 0.85
N 3.96 2.12 1.62
B 4.21 3.58 1.10
N 2.86 4.34 0.95
C 2.50 5.43 1.71
C 1.35 5.94 1.22
N 0.98 5.14 0.16
C -0.20 5.32 -0.67
C 1.91 4.15 0.00
S 1.80 2.88 -1.12
C 3.60 1.76 2.88
S 3.25 2.75 4.21
H 3.41 -1.41 3.90
H 1.97 -0.35 4.03
H 3.45 0.05 4.92
H 3.80 -1.14 1.39
H 4.31 1.07 -0.20
H 4.74 3.48 0.02
H 4.89 4.18 1.91
H 3.10 5.72 2.55
H 0.74 6.77 1.54
H -0.39 6.39 -0.77
H -1.09 4.84 -0.25
H -0.02 4.90 -1.65
N 0.57 0.98 2.14
H 0.95 1.01 1.21
H -0.45 0.98 2.05
H 0.84 1.84 2.61
*
```

---

Entry 5:
Here is a 2-piece molecular cluster, C2H2INO2S overall in a non-equilibrium geometry from OMol25. Energies are from ωB97M-V with the def2-TZVPD basis set.

Calculated values
electronic energy = -978.40586 a.u.
Kohn-Sham gap = 8.9574 eV
energy relative to the best compared isomer or geometry (same formula, charge and spin) = 42.1 kcal per mole

ORCA input file:
```
! wB97M-V def2-TZVPD RIJCOSX def2/J DEFGRID3
* xyz 0 1
C -1.69 0.35 -0.15
C -0.56 -0.57 0.02
N -2.49 1.18 -0.28
O 1.06 1.19 1.14
O 1.17 1.17 -1.29
S 0.89 0.47 -0.08
I 2.61 -1.32 -0.18
H -0.62 -1.32 -0.63
H -0.38 -1.16 1.45
*
```